{
  "formula": "C19H20ClN9O",
  "method": "ωB97M-V with the def2-TZVPD basis set",
  "de_lowest_kj_mol": 259.9,
  "e_lumo_ev": 0.09,
  "total_energy_ha": -1764.13864,
  "homo_lumo_gap_ev": 8.767,
  "smiles": "C[C@H](Nc1ncnn2ccnc12)c1nc2cccc(Cl)c2c(=O)n1N1CCNCC1",
  "charge": 0,
  "symbols": ["C", "C", "N", "C", "N", "C", "N", "N", "C", "C", "N", "C", "C", "N", "C", "C", "C", "C", "C", "Cl", "C", "C", "O", "N", "N", "C", "C", "N", "C", "C", "H", "H", "H", "H", "H", "H", "H", "H", "H", "H", "H", "H", "H", "H", "H", "H", "H", "H", "H", "H"],
  "coordinates": [[3.269, 0.803, 0.701], [2.066, 0.022, 0.385], [2.501, -1.111, -0.473], [1.704, -2.217, -0.423], [1.282, -2.697, 0.747], [0.629, -3.880, 0.750], [0.299, -4.493, -0.345], [0.702, -3.995, -1.585], [0.770, -4.559, -2.914], [1.582, -3.694, -3.743], [2.008, -2.674, -2.897], [1.475, -2.869, -1.714], [0.871, 0.794, -0.131], [0.966, 1.065, -1.395], [0.030, 1.934, -2.004], [0.263, 2.223, -3.300], [-0.599, 3.083, -3.979], [-1.646, 3.612, -3.340], [-2.033, 3.255, -2.021], [-3.498, 3.901, -1.259], [-1.163, 2.403, -1.265], [-1.344, 1.655, 0.017], [-2.513, 1.448, 0.340], [-0.275, 0.990, 0.662], [-0.394, 0.318, 1.939], [-0.106, 1.130, 3.090], [-1.416, 1.729, 3.652], [-2.324, 0.693, 4.030], [-2.724, -0.188, 2.879], [-1.479, -0.729, 2.222], [3.574, 1.621, 0.110], [3.188, 1.065, 1.767], [4.187, 0.194, 0.721], [1.671, -0.303, 1.351], [2.588, -0.868, -1.436], [0.111, -4.269, 1.631], [0.351, -5.567, -3.224], [1.848, -3.948, -4.789], [1.084, 1.736, -3.866], [-0.328, 3.343, -4.961], [-2.219, 4.357, -3.884], [0.361, 0.434, 3.831], [0.577, 1.981, 2.942], [-1.890, 2.231, 2.858], [-1.310, 2.406, 4.463], [-3.172, 1.126, 4.399], [-3.274, -1.109, 3.211], [-3.371, 0.243, 2.108], [-1.026, -1.445, 2.874], [-1.852, -1.181, 1.270]]
}

{
  "formula": "C4H11P3",
  "method": "ωB97M-V with the def2-TZVPD basis set",
  "de_lowest_kj_mol": 418.1,
  "e_lumo_ev": -0.04,
  "total_energy_ha": -1182.83355,
  "homo_lumo_gap_ev": 8.312,
  "charge": 0,
  "symbols": ["C", "C", "C", "C", "P", "P", "P", "H", "H", "H", "H", "H", "H", "H", "H", "H", "H", "H"],
  "coordinates": [[0.786, -0.633, -2.560], [2.130, -0.416, -2.535], [-0.155, -1.155, 2.006], [-1.876, 1.067, 1.253], [-0.707, -0.982, -2.315], [-0.913, 1.569, -0.222], [-1.000, 0.361, 2.772], [2.512, 0.252, -1.790], [2.842, -1.192, -2.390], [2.583, -0.048, -3.501], [0.925, -1.143, 2.158], [-0.522, -1.314, 1.049], [-0.723, -2.037, 2.489], [-2.215, 2.001, 1.597], [-2.807, 0.593, 0.758], [-1.408, 3.575, -0.245], [0.476, 1.979, 0.508], [0.203, 1.370, 2.813]]
}

{
  "formula": "C41H63N5O21",
  "method": "ωB97M-V with the def2-TZVPD basis set",
  "de_lowest_kj_mol": 203.4,
  "e_lumo_ev": -0.31,
  "total_energy_ha": -3453.80245,
  "homo_lumo_gap_ev": 10.339,
  "smiles": "O=C1OCCO1.O=C1OCCO1.O=C1OCCO1.O=C1OCCO1.O=C1OCCO1.O=C1OCCO1.O=C1OCCO1.CCCC#N.CCCC#N.CCCC#N.CCCC#N.CCCC#N",
  "charge": 0,
  "symbols": ["O", "C", "O", "C", "C", "O", "H", "H", "H", "H", "O", "C", "O", "C", "C", "O", "H", "H", "H", "H", "O", "C", "O", "C", "C", "O", "H", "H", "H", "H", "O", "C", "O", "C", "C", "O", "H", "H", "H", "H", "O", "C", "O", "C", "C", "O", "H", "H", "H", "H", "O", "C", "O", "C", "C", "O", "H", "H", "H", "H", "O", "C", "O", "C", "C", "O", "H", "H", "H", "H", "C", "C", "C", "C", "N", "H", "H", "H", "H", "H", "H", "H", "C", "C", "C", "C", "N", "H", "H", "H", "H", "H", "H", "H", "C", "C", "C", "C", "N", "H", "H", "H", "H", "H", "H", "H", "C", "C", "C", "C", "N", "H", "H", "H", "H", "H", "H", "H", "C", "C", "C", "C", "N", "H", "H", "H", "H", "H", "H", "H"],
  "coordinates": [[0.152, 3.041, 1.854], [0.365, 4.098, 1.212], [0.522, 4.121, -0.070], [0.385, 5.485, -0.446], [0.906, 6.170, 0.835], [0.459, 5.284, 1.767], [1.044, 5.688, -1.291], [-0.591, 5.784, -0.828], [0.379, 7.120, 0.746], [1.987, 6.316, 0.822], [-3.015, -5.447, 1.021], [-1.973, -4.899, 0.732], [-1.430, -3.878, 1.388], [-0.008, -3.849, 1.038], [-0.034, -4.396, -0.314], [-1.176, -5.244, -0.238], [0.341, -2.820, 1.129], [0.630, -4.438, 1.697], [0.770, -5.116, -0.464], [-0.108, -3.783, -1.212], [-2.159, -3.796, 5.627], [-2.792, -3.166, 4.793], [-3.481, -3.838, 3.859], [-4.266, -2.975, 3.117], [-4.191, -1.706, 3.870], [-3.002, -1.852, 4.662], [-3.847, -2.927, 2.112], [-5.275, -3.387, 3.129], [-4.969, -1.526, 4.612], [-4.102, -0.795, 3.279], [6.595, 0.585, -1.852], [5.716, 1.228, -1.268], [4.551, 1.490, -1.800], [3.609, 1.980, -0.863], [4.435, 2.069, 0.425], [5.752, 1.691, 0.033], [3.270, 3.001, -1.034], [2.729, 1.344, -0.777], [4.029, 1.382, 1.168], [4.471, 3.067, 0.863], [-6.512, 3.838, 4.449], [-5.370, 3.861, 3.926], [-4.371, 4.834, 4.140], [-3.143, 4.361, 3.758], [-3.592, 3.451, 2.590], [-4.804, 2.871, 3.148], [-2.459, 5.158, 3.465], [-2.645, 3.900, 4.611], [-2.850, 2.653, 2.598], [-3.771, 3.847, 1.591], [-3.364, -0.117, -2.783], [-4.039, -0.942, -2.170], [-5.339, -1.145, -2.401], [-5.761, -2.353, -1.777], [-4.593, -2.753, -0.938], [-3.628, -1.817, -1.245], [-6.602, -2.188, -1.103], [-6.026, -3.148, -2.474], [-4.236, -3.749, -1.203], [-4.853, -2.854, 0.115], [0.614, 1.615, -2.681], [1.236, 2.352, -3.384], [1.257, 3.762, -3.269], [2.267, 4.233, -4.110], [2.624, 3.035, -4.982], [1.968, 1.907, -4.500], [1.853, 5.039, -4.715], [3.117, 4.649, -3.569], [3.692, 2.829, -5.043], [2.152, 3.245, -5.942], [1.909, -0.870, 5.207], [0.985, -2.106, 5.444], [1.530, -3.453, 4.990], [2.731, -3.908, 5.598], [3.790, -4.244, 6.039], [2.381, -0.888, 4.224], [2.644, -0.808, 6.010], [1.311, 0.040, 5.260], [0.036, -1.917, 4.942], [0.754, -2.138, 6.508], [1.632, -3.401, 3.906], [0.839, -4.291, 5.078], [-1.085, -0.234, 2.023], [-1.208, 0.151, 0.507], [-0.804, -0.862, -0.579], [0.552, -1.076, -0.563], [1.706, -1.237, -0.529], [-1.382, 0.547, 2.723], [-0.095, -0.587, 2.313], [-1.687, -1.125, 2.197], [-0.641, 1.081, 0.471], [-2.239, 0.468, 0.344], [-1.129, -0.432, -1.527], [-1.207, -1.849, -0.351], [-2.630, 3.295, -1.249], [-2.226, 3.336, -2.695], [-3.328, 3.421, -3.745], [-4.182, 4.584, -3.832], [-4.838, 5.513, -3.968], [-1.801, 3.457, -0.560], [-3.138, 2.387, -0.922], [-3.339, 4.113, -1.127], [-1.555, 2.518, -2.957], [-1.601, 4.212, -2.867], [-3.911, 2.523, -3.538], [-2.830, 3.331, -4.710], [0.983, -2.238, -3.925], [1.971, -1.629, -4.902], [3.150, -1.037, -4.044], [4.205, -0.305, -4.790], [4.978, 0.256, -5.389], [1.491, -2.915, -3.239], [0.386, -2.781, -4.658], [0.362, -1.549, -3.352], [1.369, -0.915, -5.464], [2.262, -2.332, -5.682], [3.587, -1.838, -3.448], [2.840, -0.443, -3.185], [4.217, -4.887, -0.972], [5.362, -3.886, -0.719], [5.022, -2.503, -0.376], [4.366, -2.305, 0.868], [3.856, -2.072, 1.859], [3.661, -4.518, -1.834], [3.519, -5.077, -0.156], [4.597, -5.849, -1.313], [6.133, -3.979, -1.484], [5.890, -4.301, 0.139], [4.404, -2.005, -1.123], [5.947, -1.930, -0.309]]
}

{
  "formula": "C26H43Cl3CuN3O3Si",
  "method": "ωB97M-V with the def2-TZVPD basis set",
  "multiplicity": 2,
  "s_squared": 0.75,
  "de_lowest_kj_mol": 269.8,
  "e_lumo_ev": [2.40, 2.38],
  "total_energy_ha": -4717.18244,
  "homo_lumo_gap_ev": [6.865, 6.843],
  "charge": -1,
  "symbols": ["C", "C", "H", "H", "H", "C", "C", "H", "H", "H", "H", "Cu", "Cl", "Cl", "C", "O", "N", "C", "C", "H", "H", "H", "H", "H", "H", "H", "H", "H", "C", "C", "N", "H", "C", "O", "H", "H", "H", "H", "O", "C", "C", "C", "H", "C", "H", "C", "H", "C", "C", "H", "H", "H", "Si", "Cl", "C", "C", "C", "H", "H", "H", "H", "H", "H", "H", "H", "H", "C", "C", "C", "C", "N", "C", "C", "H", "H", "H", "H", "H", "H", "H"],
  "coordinates": [[1.434, -1.463, -4.510], [1.023, -0.098, -4.092], [1.341, -1.604, -5.593], [0.830, -2.226, -3.990], [2.488, -1.631, -4.238], [0.472, 0.797, -4.927], [0.221, 0.570, -6.381], [0.230, 1.798, -4.559], [0.043, -0.484, -6.629], [1.067, 0.925, -6.981], [-0.651, 1.159, -6.687], [0.851, -1.164, -0.001], [2.850, -0.288, 0.076], [-0.816, -2.752, -0.573], [0.331, 2.269, 0.973], [-0.559, 1.416, 0.892], [0.126, 3.593, 1.146], [-1.207, 4.130, 1.350], [1.232, 4.533, 1.193], [1.409, 2.011, 0.893], [-1.930, 3.310, 1.430], [-1.484, 4.786, 0.513], [-1.213, 4.730, 2.268], [2.159, 4.000, 0.974], [1.296, 4.986, 2.189], [1.092, 5.325, 0.451], [-1.904, -1.361, -3.558], [-2.325, 1.295, -3.985], [-2.791, -1.222, -2.921], [-3.084, 1.206, -3.192], [-2.748, 0.095, -2.315], [-2.810, -1.980, -2.135], [-2.669, 0.224, -0.953], [-2.637, -0.729, -0.178], [-3.121, 2.138, -2.612], [-2.653, 1.286, -0.614], [-3.696, -1.295, -3.540], [-4.064, 1.021, -3.661], [0.357, -0.564, -1.870], [1.216, 0.197, -2.600], [-0.183, 2.243, -2.087], [1.074, 1.693, -2.294], [-1.030, 1.565, -1.954], [-0.341, 3.633, -2.135], [2.254, -0.080, -2.356], [2.207, 2.491, -2.359], [-1.341, 4.065, -2.057], [0.788, 4.439, -2.274], [2.065, 3.876, -2.372], [3.176, 1.994, -2.433], [0.674, 5.527, -2.303], [2.952, 4.508, -2.454], [0.502, -4.431, -0.769], [1.830, -3.409, -2.067], [-1.161, -5.456, -0.924], [1.501, -4.409, 0.845], [1.251, -6.217, -1.179], [-2.068, -4.893, -1.172], [-1.342, -5.942, 0.042], [-1.089, -6.256, -1.671], [0.827, -6.588, -2.125], [0.980, -6.912, -0.365], [2.345, -6.199, -1.285], [1.374, -3.499, 1.440], [2.560, -4.496, 0.577], [1.223, -5.289, 1.433], [-0.932, -1.517, 6.037], [-0.599, -1.394, 4.580], [0.588, -0.789, 4.169], [0.893, -0.717, 2.813], [0.106, -1.269, 1.870], [-1.125, -1.672, 2.257], [-1.455, -1.858, 3.592], [-0.014, -1.648, 6.616], [-1.439, -0.617, 6.410], [-1.594, -2.370, 6.206], [1.286, -0.371, 4.889], [1.788, -0.213, 2.458], [-1.866, -1.835, 1.488], [-2.382, -2.367, 3.840]]
}